167
Properties=species:S:1:pos:R:3 method="wB97M-V/def2-TZVPD" homo_lumo_gap_ev=6.513 charge=+1 e_homo_ev=-10.821
C -1.98 0.07 4.87
C -2.94 -0.83 4.13
O -4.13 -0.78 4.35
O -2.43 -1.72 3.24
C -1.74 -1.11 2.15
C -0.26 -1.47 2.09
C 0.23 -1.37 0.64
C 0.45 0.10 0.27
C 1.86 0.61 0.35
N 2.04 1.61 -0.44
P 3.60 2.40 -0.60
P 3.21 4.29 0.43
O 2.67 5.23 -0.56
O 4.66 4.72 0.90
O 2.31 4.05 1.73
C 0.74 1.93 -1.11
C 0.68 2.91 -2.26
C -0.78 3.36 -2.39
C -0.96 4.62 -3.26
C -1.67 5.78 -2.55
C -1.10 6.09 -1.15
C -1.93 5.71 0.08
C -3.42 6.05 0.00
C -4.36 4.87 -0.31
Si -4.43 3.55 1.03
C -4.58 4.27 2.76
C -2.93 2.39 0.99
C -5.93 2.45 0.69
C -6.04 1.22 1.35
C -7.14 0.38 1.18
C -8.17 0.79 0.33
C -8.06 1.99 -0.36
C -6.96 2.82 -0.18
C 0.19 0.50 -1.22
C 1.01 -0.29 -2.27
N 0.44 -1.53 -2.76
H -2.34 1.09 4.81
H -0.97 -0.03 4.48
H -1.96 -0.26 5.91
H -2.26 -1.34 1.22
H -1.82 -0.03 2.26
H -0.10 -2.46 2.50
H 0.28 -0.74 2.69
H -0.56 -1.76 0.01
H 1.14 -1.94 0.49
H -0.20 0.75 0.86
H 2.63 0.19 0.98
H 3.70 2.83 -1.93
H 4.64 5.52 1.45
H 2.67 3.31 2.25
H 0.15 2.41 -0.32
H 0.98 2.47 -3.21
H 1.26 3.80 -2.02
H -1.35 2.55 -2.86
H -1.22 3.48 -1.41
H -0.02 4.94 -3.71
H -1.61 4.32 -4.09
H -1.47 6.66 -3.16
H -2.75 5.64 -2.58
H -0.14 5.57 -1.08
H -0.85 7.15 -1.06
H -1.52 6.29 0.91
H -1.76 4.66 0.34
H -3.53 6.78 -0.81
H -3.77 6.57 0.90
H -5.37 5.27 -0.41
H -4.12 4.40 -1.27
H -3.63 4.27 3.28
H -4.96 5.29 2.76
H -5.29 3.66 3.32
H -3.18 1.45 1.47
H -2.06 2.83 1.47
H -2.65 2.19 -0.05
H -5.26 0.91 2.03
H -7.21 -0.55 1.72
H -9.04 0.15 0.21
H -8.85 2.28 -1.04
H -6.93 3.76 -0.71
H -0.83 0.41 -1.56
H 1.11 0.36 -3.13
H 2.03 -0.51 -1.94
H 0.24 -2.21 -2.04
H -0.36 -1.38 -3.36
C -2.79 8.82 2.70
O -1.83 8.65 1.66
C -0.75 7.96 2.01
O -0.54 7.48 3.10
O 0.05 7.86 0.95
C 1.26 7.13 1.19
H -3.61 9.40 2.28
H -3.17 7.86 3.04
H -2.36 9.37 3.53
H 1.02 6.12 1.48
H 1.85 7.63 1.97
H 1.81 7.13 0.27
C -4.10 -0.71 -3.10
O -4.51 -1.79 -2.25
C -3.70 -2.02 -1.22
O -2.69 -1.42 -0.97
O -4.19 -3.05 -0.52
C -3.38 -3.38 0.60
H -4.85 -0.64 -3.88
H -4.07 0.22 -2.54
H -3.13 -0.92 -3.54
H -3.33 -2.54 1.29
H -2.38 -3.66 0.27
H -3.83 -4.22 1.11
C 6.34 -5.73 0.99
O 5.55 -4.55 0.82
C 4.60 -4.65 -0.10
O 4.36 -5.61 -0.78
O 3.92 -3.49 -0.16
C 2.84 -3.55 -1.10
H 7.07 -5.50 1.77
H 5.72 -6.56 1.31
H 6.86 -5.98 0.07
H 2.12 -4.31 -0.80
H 3.20 -3.76 -2.11
H 2.35 -2.58 -1.09
C -3.05 -6.99 -0.19
O -1.75 -6.44 -0.38
C -0.78 -7.30 -0.68
O -0.87 -8.49 -0.74
O 0.31 -6.57 -0.94
C 1.50 -7.29 -1.28
H -3.69 -6.15 0.05
H -3.41 -7.46 -1.10
H -3.09 -7.70 0.64
H 1.35 -7.90 -2.17
H 1.83 -7.91 -0.45
H 2.25 -6.53 -1.48
C 9.54 -3.39 -5.43
O 8.93 -3.78 -4.19
C 7.90 -3.03 -3.82
O 7.46 -2.08 -4.42
O 7.43 -3.51 -2.67
C 6.31 -2.79 -2.15
H 10.36 -4.09 -5.59
H 8.83 -3.46 -6.25
H 9.94 -2.38 -5.35
H 5.48 -2.83 -2.85
H 6.58 -1.75 -1.95
H 6.03 -3.26 -1.22
C 11.32 -5.44 -2.51
O 12.19 -5.79 -3.59
C 13.00 -6.81 -3.32
O 13.04 -7.43 -2.29
O 13.76 -7.03 -4.40
C 14.68 -8.11 -4.26
H 10.72 -4.60 -2.85
H 10.66 -6.27 -2.27
H 11.89 -5.14 -1.63
H 14.16 -9.05 -4.08
H 15.38 -7.91 -3.45
H 15.22 -8.18 -5.19
C -10.71 1.42 6.55
O -9.79 1.17 5.49
C -8.85 0.27 5.78
O -8.73 -0.31 6.83
O -8.06 0.13 4.72
C -6.99 -0.81 4.89
H -11.41 2.16 6.18
H -11.25 0.51 6.81
H -10.20 1.81 7.42
H -7.39 -1.80 5.09
H -6.33 -0.50 5.70
H -6.43 -0.83 3.97